The following is a DFT calculation (ωB97M-V/def2-TZVPD) of a cluster of 8 separate species, C27H46F2O12S3 in total.

Properties
E_HOMO (eV): -8.31
Gap between HOMO and LUMO (Eh): 0.324
Strongest force on any atom (eV/A): 4.6

Each line ends with the Löwdin charge.
Positions of all 90 atoms, in Å:
F  -2.869  -4.593  1.030  0.0303
C  -2.559  -4.440  -0.295  -0.2494
C  -1.270  -3.927  -0.609  -0.0105
C  -0.849  -3.996  -1.921  -0.0929
C  -1.657  -4.510  -2.944  -0.0930
C  -2.963  -4.824  -2.664  -0.0920
C  -3.461  -4.778  -1.329  -0.0118
H  -0.567  -3.688  0.203  0.1107
H  0.108  -3.543  -2.102  0.0807
H  -1.270  -4.590  -3.965  0.1127
H  -3.591  -5.147  -3.474  0.0989
H  -4.475  -5.280  -1.189  0.1350
F  2.857  -3.579  -2.099  0.0391
C  3.524  -2.812  -1.209  -0.2631
C  4.911  -2.944  -1.096  -0.0082
C  5.487  -2.182  -0.103  -0.0877
C  4.711  -1.347  0.692  -0.1117
C  3.337  -1.156  0.534  -0.1001
C  2.755  -1.866  -0.518  -0.0049
H  5.429  -3.644  -1.762  0.1253
H  6.511  -2.243  0.048  0.0855
H  5.137  -0.844  1.582  0.1198
H  2.765  -0.499  1.179  0.0640
H  1.718  -1.659  -0.721  0.0920
C  -0.511  -1.243  3.966  -0.2151
S  0.681  -1.981  2.807  0.8253
O  2.010  -1.462  3.309  -0.5580
C  0.618  -3.703  3.295  -0.2482
H  -0.335  -0.174  3.784  0.0264
H  -0.289  -1.589  4.993  0.0731
H  -1.511  -1.493  3.687  0.0398
H  -0.320  -4.115  3.012  0.0374
H  0.759  -3.935  4.317  0.0453
H  1.491  -4.139  2.830  0.0534
C  -0.745  -0.853  -3.500  -0.2317
S  -0.680  0.963  -3.210  0.7951
O  0.262  1.496  -4.198  -0.5470
C  -2.337  1.449  -3.709  -0.2484
H  0.152  -1.355  -3.073  0.0486
H  -0.782  -1.083  -4.565  0.0579
H  -1.650  -1.186  -2.971  0.0374
H  -3.158  1.127  -3.000  0.0713
H  -2.473  0.882  -4.610  0.0414
H  -2.352  2.484  -3.908  0.0339
C  2.476  1.462  4.567  -0.2008
S  1.969  1.910  2.824  0.8082
O  0.502  1.877  2.989  -0.5548
C  2.434  3.641  2.766  -0.2529
H  3.537  1.358  4.847  0.0675
H  2.087  0.471  4.686  0.0037
H  1.975  2.200  5.124  0.0233
H  1.910  4.048  1.923  0.0393
H  3.499  3.747  2.637  0.0515
H  2.076  4.029  3.724  0.0532
C  -3.186  3.456  -1.070  0.0495
O  -4.124  3.043  0.026  -0.0242
C  -5.326  2.659  -0.375  -0.6236
O  -5.788  2.431  -1.462  0.1231
O  -6.153  2.423  0.678  -0.0289
C  -5.626  2.538  2.007  -0.0328
H  -2.584  2.564  -1.189  0.0702
H  -2.711  4.325  -0.690  0.0871
H  -3.742  3.648  -1.991  0.0950
H  -5.020  3.420  1.990  0.0823
H  -5.014  1.663  2.145  0.0821
H  -6.470  2.533  2.739  0.1117
C  -4.873  -1.192  -0.442  -0.0497
O  -3.683  -0.670  -1.017  -0.0219
C  -2.740  -0.498  -0.041  -0.5669
O  -2.861  -0.626  1.110  0.1667
O  -1.515  -0.108  -0.605  -0.1111
C  -0.492  0.267  0.340  -0.0455
H  -4.800  -2.195  -0.002  0.0978
H  -5.475  -1.270  -1.371  0.1104
H  -5.449  -0.471  0.126  0.0892
H  0.196  0.850  -0.252  0.0835
H  -0.018  -0.694  0.617  0.0495
H  -0.814  0.816  1.149  0.0491
C  4.627  1.406  -0.921  -0.0567
O  5.062  2.587  -1.582  0.0039
C  4.338  3.674  -1.246  -0.5956
O  3.376  3.669  -0.524  0.1127
O  4.984  4.698  -1.802  0.0021
C  4.397  6.017  -1.707  -0.0110
H  3.545  1.359  -0.949  0.0837
H  4.933  1.405  0.142  0.0998
H  5.033  0.524  -1.460  0.1062
H  4.661  6.452  -2.635  0.0793
H  4.921  6.620  -0.889  0.1188
H  3.380  5.936  -1.458  0.0694

---

The following is a DFT calculation (ωB97M-V/def2-TZVPD) of a cluster of 2 separate species, C2H5OP in total.

Properties
E_HOMO (spin up / spin down) (eV): -7.69 / -7.77
Energy relative to the best compared isomer or geometry (same formula, charge and spin) (kJ/mol): 375.20
Gap between HOMO and LUMO (spin up / spin down) (Eh): 0.274 / 0.289
Strongest force on any atom (eV/A): 4.4

Each line ends with the Löwdin charge.
Positions of all 9 atoms, in Å:
C  -0.297  0.391  -0.137  -0.2075
C  -0.961  1.463  -0.873  -0.0464
O  0.674  0.196  0.512  -0.0682
P  0.934  -2.159  1.671  0.5938
H  2.408  -2.328  1.442  -0.1870
H  -0.351  2.148  -1.260  0.0378
H  -1.621  1.888  -0.133  0.1012
H  -1.504  1.118  -1.681  0.0583
H  0.718  -2.717  0.459  -0.2820